11
Properties=species:S:1:pos:R:3 method="wB97M-V/def2-TZVPD" e_tot_ha=-322.54790 homo_energy_ev=-10.45 orbital_gap_ev=11.284 smiles="CC#N.O=CO" relative_energy_ev=0.719
C 0.30989 -0.94676 1.59729
C 1.01227 -0.23617 0.54328
N 1.71119 0.29330 -0.21048
O -1.22354 0.18467 -0.44470
C -1.10229 0.80013 -1.48159
O 0.01671 1.23215 -2.03455
H -0.22322 -1.81383 1.20267
H -0.40807 -0.29421 2.09635
H 1.08789 -1.26290 2.29238
H 0.79190 0.97403 -1.47012
H -1.97275 1.06959 -2.09055